# C49H41AgBrI2NO2P2STe

C49H41AgBrI2NO2P2STe as an isolated structure (the ωB97M-V functional and the def2-TZVPD basis, OMol25).

Output
HOMO = -2.609 eV
molecular weight = 1339.1 g mol⁻¹
energy relative to the best compared isomer or geometry (same formula, charge and spin) = 0.083 eV
charge = -2

Each line ends with the Löwdin charge.
CARTESIAN COORDINATES (ANGSTROEM)
H1 -6.376336 -1.213674 -3.942175  0.10
C1 -2.095881 -0.581082 -1.935072  -0.36
C2 1.931132 -3.913412 -2.134957  -0.10
H2 -1.022651 -5.450069 -1.528582  0.10
H3 -4.055677 -0.285761 5.489358  0.09
P1 -0.271605 -0.521668 -1.599023  1.03
C3 5.956838 2.517444 1.836870  -0.13
C4 0.115250 0.669935 -5.567453  -0.11
S1 1.971365 -5.446563 1.590577  0.91
C5 -5.147615 -2.068588 -0.399162  -0.03
C6 0.193263 -3.640385 1.583660  -0.26
C7 1.764463 5.136350 0.214660  -0.13
C8 -0.446842 0.172596 -4.402312  -0.10
Br1 6.655564 5.212473 2.463554  0.65
C9 -2.726469 -1.064745 0.558420  -0.33
C10 -1.009104 2.475415 1.948423  -0.11
H4 2.206902 0.613463 -2.333460  0.07
H5 -7.883600 -2.427225 -2.383735  0.09
H6 -3.742960 3.769519 -0.439871  0.09
C11 1.019982 -4.947126 -1.944043  -0.11
Te1 2.961932 -2.298505 0.988181  0.83
H7 0.112071 -6.957563 2.083602  0.05
C12 -1.686556 -0.505433 3.074526  -0.37
H8 1.868633 1.498469 -6.491113  0.09
C13 5.515288 1.503001 0.998341  -0.03
H9 2.976020 -4.131050 -2.319158  0.11
H10 5.359907 0.501919 1.379722  0.10
H11 -0.280380 -2.673226 1.509506  0.04
C14 1.603753 0.612881 -3.236407  -0.11
H12 -1.773700 -3.116583 -1.418812  0.10
C15 0.295342 0.139860 -3.219940  -0.36
C16 1.119095 4.349549 -0.730184  -0.12
N1 -2.999472 -1.020082 -0.877471  -0.18
O1 4.672560 0.883795 -2.471329  -0.04
H13 -0.216384 2.118028 2.594527  0.10
C17 -0.782532 -1.125046 5.238124  -0.07
H14 0.613953 4.814322 -1.571837  0.09
H15 5.899965 5.086646 -0.381767  0.09
C18 -0.486111 -4.855544 1.861995  -0.20
H16 -4.152966 -0.548277 -3.263527  0.09
C19 -1.732952 1.564914 1.176085  -0.37
C20 1.749631 2.299271 0.458534  -0.26
H17 3.213296 1.402529 -4.368172  0.10
C21 6.090936 3.791733 1.316433  -0.70
Ag1 1.791052 0.174564 0.620691  0.48
C22 2.401307 4.515211 1.281713  -0.13
H18 -3.609800 -0.674251 1.068904  0.07
C23 0.173383 -2.287915 -1.812837  -0.36
C24 -0.731488 -3.327967 -1.631870  -0.09
H19 2.902338 2.685039 2.240032  0.08
H20 5.151660 3.220573 -1.872946  0.11
I1 3.229413 -1.638756 3.676227  0.08
C25 -6.040209 -1.466114 -2.943336  -0.11
H21 -2.605442 -2.105442 0.894863  0.08
I2 2.973685 -1.147334 6.995719  -0.57
H22 -2.345633 0.435172 -2.272540  0.09
H23 6.164752 2.324997 2.880908  0.10
C26 -4.275953 -1.385743 -1.270323  -0.23
C27 -4.763106 -1.092667 -2.559462  -0.03
C28 1.538317 -3.793660 1.416748  -0.99
H24 -0.667575 4.523215 2.445527  0.10
C29 -2.723308 2.044455 0.324781  -0.09
C30 -2.976439 3.409702 0.236522  -0.10
H25 -2.429173 5.367427 0.919108  0.09
H26 2.245946 -1.798998 -2.185099  0.09
H27 -2.246708 -1.249955 -2.786175  0.07
C31 4.712110 0.641666 -1.250545  -0.67
C32 5.388753 3.042350 -0.832280  -0.02
C33 2.389181 3.128588 1.392449  -0.17
C34 1.516225 -2.594211 -2.060941  -0.15
H28 0.343538 -1.110275 3.419948  0.01
C35 1.431757 1.120582 -5.574147  -0.10
C36 -1.264970 3.831562 1.865892  -0.08
C37 0.357615 -5.924627 1.893495  -0.44
C38 1.115576 2.965179 -0.599332  -0.17
H29 -3.756798 0.111062 3.088895  0.10
H30 -4.826109 -2.336897 0.595157  0.09
H31 -1.465530 -0.194983 -4.432058  0.08
H32 -0.472886 0.695974 -6.477645  0.09
C39 -2.021294 -0.902677 5.815198  -0.09
C40 -6.886897 -2.139482 -2.076000  -0.13
H33 0.074053 -1.423790 5.832007  0.03
H34 -3.312011 1.359217 -0.272676  0.09
C41 2.180086 1.082581 -4.409138  -0.06
H35 -7.055452 -2.962757 -0.102601  0.10
C42 -2.924940 -0.270162 3.672510  -0.10
C43 -0.628196 -0.936113 3.868531  -0.11
H36 1.353024 -5.977190 -1.972916  0.10
P2 -1.251923 -0.196281 1.309953  0.99
H37 -1.551536 -4.929301 2.034701  0.10
H38 0.583211 2.389793 -1.353131  0.06
H39 2.921743 5.112053 2.024535  0.09
C44 -3.092136 -0.477753 5.031491  -0.10
C45 -6.421024 -2.432454 -0.802999  -0.11
C46 -2.246363 4.302967 1.002537  -0.10
O2 4.317405 -0.398328 -0.660178  -0.25
H40 -2.153212 -1.044198 6.881047  0.10
C47 5.234897 1.753250 -0.339315  -0.13
H41 1.778915 6.216873 0.118089  0.08
C48 -0.309403 -4.651928 -1.695362  -0.10
C49 5.808220 4.075656 -0.007870  -0.14

Force components x, y, z for each atom (eV/Å):
0.0 0.0 0.0
0.0 0.0 0.1
0.0 0.0 0.0
0.0 0.0 0.0
0.0 0.0 0.0
0.1 0.0 -0.2
0.0 0.0 0.0
0.0 0.0 0.0
0.1 0.0 0.0
0.0 0.0 0.0
0.0 0.0 0.0
0.0 0.0 0.0
0.0 0.0 0.0
0.0 0.0 0.0
0.0 0.0 0.0
0.0 0.0 0.0
0.0 0.0 0.0
0.0 0.0 0.0
0.0 0.0 0.0
0.0 0.0 0.0
0.0 0.2 0.2
0.0 0.0 0.0
0.1 -0.1 -0.1
0.0 0.0 0.0
0.0 0.0 0.0
0.0 0.0 0.0
0.0 0.0 0.0
0.0 0.0 0.0
0.1 0.0 0.0
0.0 0.0 0.0
-0.1 0.0 0.0
0.0 0.0 0.0
0.0 0.0 0.0
0.1 0.0 0.0
0.0 0.0 0.0
0.0 0.0 0.0
0.0 0.0 0.0
0.0 0.0 0.0
0.0 0.0 0.0
0.0 0.0 0.0
-0.1 -0.1 0.0
0.0 0.0 0.0
0.0 0.0 0.0
0.0 0.0 0.0
0.0 -0.1 0.0
0.0 0.0 0.0
0.0 0.0 0.0
0.1 0.0 0.0
0.0 0.0 0.0
0.0 0.0 0.0
0.0 0.0 0.0
0.1 -0.1 0.0
0.0 0.0 0.0
0.0 0.0 0.0
0.0 0.0 0.0
0.0 0.0 0.0
0.0 0.0 0.0
0.0 0.0 0.0
0.0 0.0 0.0
-0.1 0.0 0.0
0.0 0.0 0.0
0.0 0.0 0.0
0.0 0.0 0.0
0.0 0.0 0.0
0.0 0.0 0.0
0.0 0.0 0.0
-0.2 0.2 0.1
0.0 0.0 0.0
0.0 0.0 0.0
0.0 0.0 0.0
0.0 0.0 0.0
0.0 0.0 0.0
0.0 0.0 0.0
0.0 0.0 0.0
0.0 -0.1 0.0
0.0 0.0 0.0
0.0 0.0 0.0
0.0 0.0 0.0
0.0 0.0 0.0
0.0 0.0 0.0
0.0 0.0 0.0
0.0 0.0 0.0
0.0 0.0 0.0
0.0 0.0 0.0
0.0 0.0 0.0
0.0 0.1 0.0
0.0 0.0 0.0
0.0 0.0 0.0
-0.1 0.1 0.1
0.0 0.0 0.0
0.0 0.0 0.0
0.0 0.0 0.0
0.0 0.0 0.0
0.0 0.0 0.0
0.0 0.0 0.0
0.1 -0.2 -0.2
0.0 0.0 0.0
0.0 0.0 0.0
0.0 0.0 0.0
0.0 0.0 0.0
0.0 0.0 0.0